C48H108NO3P3 | wB97M-V/def2-TZVPD

Each line ends with the Mulliken charge.
Atoms and positions in Å:
C: 5.723 -2.135 -5.186  -1.419
C: 5.150 -0.809 -5.682  -0.515
C: 4.385 0.074 -4.628  -0.868
C: 5.153 1.028 -3.690  -0.874
P: 4.728 2.928 -3.819  0.866
C: 5.208 3.744 -2.246  -0.846
C: 6.637 3.509 -1.794  -0.648
C: 6.621 2.947 -0.371  -0.851
C: 6.475 1.382 -0.244  -1.173
C: 2.966 3.164 -4.419  -1.225
C: 2.250 4.509 -4.470  -0.799
C: 2.010 5.313 -3.182  -0.257
C: 1.355 6.754 -3.219  -1.316
C: 5.750 3.654 -5.098  -1.260
C: 5.596 3.007 -6.559  0.129
C: 6.586 3.551 -7.612  -0.890
C: 6.616 5.070 -7.815  -1.104
H: 5.080 -2.690 -4.503  0.332
H: 6.665 -2.072 -4.642  0.348
H: 6.076 -2.805 -5.970  0.404
H: 4.480 -1.210 -6.442  0.375
H: 5.905 -0.307 -6.287  0.179
H: 3.799 -0.612 -4.015  0.609
H: 3.579 0.516 -5.214  0.289
H: 6.242 0.978 -3.704  0.696
H: 5.270 0.729 -2.648  0.441
H: 4.499 3.429 -1.481  0.652
H: 5.115 4.793 -2.528  0.379
H: 7.182 4.451 -1.852  0.466
H: 7.255 2.939 -2.488  0.454
H: 5.874 3.466 0.230  0.380
H: 7.510 3.148 0.226  0.416
H: 5.497 0.968 -0.488  0.330
H: 6.740 1.089 0.772  0.406
H: 7.117 0.891 -0.975  0.305
H: 2.500 2.387 -3.813  0.757
H: 3.000 2.704 -5.407  0.524
H: 1.291 4.470 -4.987  0.468
H: 2.845 5.169 -5.102  0.260
H: 2.927 5.420 -2.603  0.100
H: 1.427 4.681 -2.512  0.404
H: 0.452 6.725 -3.828  0.324
H: 2.033 7.388 -3.790  0.337
H: 1.170 7.138 -2.215  0.373
H: 6.777 3.589 -4.738  0.562
H: 5.447 4.691 -5.237  0.658
H: 4.634 3.370 -6.920  0.253
H: 5.645 1.918 -6.556  -0.245
H: 6.470 3.082 -8.590  0.458
H: 7.600 3.217 -7.393  0.437
H: 7.397 5.399 -8.501  0.370
H: 6.913 5.349 -6.804  0.246
H: 5.639 5.245 -8.264  0.302
C: 6.199 -5.615 7.245  -1.129
C: 4.745 -5.550 7.686  -0.526
C: 3.785 -5.693 6.487  -0.611
C: 3.638 -4.309 5.849  -1.192
P: 2.568 -4.037 4.320  0.670
C: 1.217 -5.269 4.303  -0.699
C: 0.327 -5.148 3.056  -0.841
C: -0.765 -6.157 3.004  -0.672
C: -1.816 -5.870 4.061  -1.125
C: 1.739 -2.303 4.570  -1.064
C: 2.641 -1.031 4.410  -0.692
C: 3.107 -0.540 5.832  -0.084
C: 4.132 0.516 5.743  -1.504
C: 3.502 -4.115 2.857  -1.064
C: 4.116 -5.523 2.599  -0.861
C: 5.524 -5.484 1.885  -0.864
C: 6.664 -5.053 2.851  -1.011
H: 6.481 -5.366 6.222  0.097
H: 6.773 -6.513 7.477  0.371
H: 6.865 -4.929 7.767  0.388
H: 4.663 -4.563 8.141  0.303
H: 4.513 -6.289 8.454  0.406
H: 2.757 -5.975 6.713  0.485
H: 4.283 -6.445 5.875  0.285
H: 4.622 -3.881 5.655  0.565
H: 3.249 -3.734 6.690  0.653
H: 0.694 -4.851 5.164  0.443
H: 1.791 -6.194 4.359  0.607
H: 0.949 -5.343 2.182  0.300
H: -0.123 -4.160 2.953  0.320
H: -0.333 -7.126 3.254  0.345
H: -1.102 -6.176 1.968  0.382
H: -2.695 -6.406 3.703  0.363
H: -2.014 -4.798 4.056  0.281
H: -1.602 -6.076 5.110  0.309
H: 1.424 -2.358 5.612  0.647
H: 0.829 -2.187 3.982  0.469
H: 2.231 -0.249 3.770  0.590
H: 3.511 -1.305 3.813  0.191
H: 3.518 -1.306 6.490  0.072
H: 2.203 -0.259 6.372  0.386
H: 5.088 0.083 5.449  0.337
H: 4.282 0.925 6.743  0.406
H: 3.906 1.334 5.059  0.336
H: 4.344 -3.427 2.779  0.751
H: 2.823 -3.708 2.108  0.660
H: 3.361 -5.997 1.973  0.401
H: 4.070 -6.255 3.406  0.412
H: 5.397 -4.783 1.060  0.344
H: 5.680 -6.494 1.507  0.447
H: 7.585 -4.998 2.271  0.403
H: 6.796 -5.781 3.651  0.206
H: 6.407 -4.119 3.351  0.307
C: -5.497 -0.550 3.734  -1.483
C: -5.901 0.142 2.452  -0.107
C: -6.795 1.412 2.575  -0.672
C: -6.841 2.281 1.250  -1.184
P: -7.919 1.679 -0.249  0.905
C: -7.173 0.154 -0.965  -0.951
C: -7.956 -0.607 -2.085  -0.420
C: -7.430 -2.050 -2.281  -0.418
C: -8.584 -3.032 -2.664  -1.077
C: -9.557 1.181 0.310  -0.969
C: -10.619 1.321 -0.911  -0.695
C: -11.546 2.566 -0.758  -0.528
C: -12.589 2.448 0.258  -1.274
C: -7.914 3.020 -1.470  -0.594
C: -6.523 3.453 -2.051  -0.843
C: -6.535 4.790 -2.661  -0.690
C: -6.539 5.872 -1.494  -1.112
H: -4.699 -1.254 3.499  0.389
H: -6.290 -1.079 4.264  0.348
H: -5.176 0.201 4.456  0.349
H: -6.457 -0.629 1.918  0.134
H: -4.995 0.449 1.929  0.380
H: -6.406 1.964 3.431  0.506
H: -7.794 1.062 2.833  0.251
H: -5.858 2.483 0.827  0.588
H: -7.291 3.252 1.455  0.531
H: -6.750 -0.437 -0.153  0.146
H: -6.198 0.400 -1.386  0.618
H: -8.082 -0.110 -3.047  0.308
H: -8.963 -0.846 -1.744  0.034
H: -6.991 -2.517 -1.399  0.303
H: -6.756 -2.032 -3.137  0.368
H: -9.507 -2.697 -2.191  0.334
H: -8.272 -3.959 -2.183  0.340
H: -8.570 -3.238 -3.734  0.275
H: -9.731 2.000 1.008  0.649
H: -9.547 0.237 0.855  0.409
H: -11.299 0.477 -1.021  0.578
H: -10.173 1.228 -1.901  0.408
H: -12.076 2.710 -1.699  0.418
H: -10.948 3.469 -0.630  0.151
H: -13.384 1.706 0.195  0.335
H: -13.216 3.308 0.493  0.384
H: -12.020 2.324 1.180  0.263
H: -8.435 3.882 -1.053  0.327
H: -8.607 2.550 -2.168  0.645
H: -6.028 2.752 -2.723  0.409
H: -5.802 3.464 -1.234  0.244
H: -7.392 4.937 -3.319  0.352
H: -5.531 4.848 -3.080  0.355
H: -5.746 5.492 -0.850  0.309
H: -7.413 6.083 -0.879  0.313
H: -6.243 6.804 -1.976  0.363
N: -0.317 0.054 -0.616  0.978
O: -1.141 0.926 -0.887  -0.664
O: -0.737 -1.021 -0.382  -0.630
O: 0.952 0.231 -0.530  -0.679

The value obtained for the HOMO energy is -9.70 eV. For the gap between HOMO and LUMO, the calculation gives 6.95 eV. The total charge is +2. The energy relative to the best compared isomer or geometry (same formula, charge and spin) is 7.239 eV.